1.
69
Properties=species:S:1:pos:R:3:forces:R:3 method="wB97M-V/def2-TZVPD" spin_multiplicity=1 total_charge=-1 de_lowest_kcal_mol=5.18 molar_mass_g_mol=615.2 energy_ev=-90387.1466 homo_energy_ev=-4.57 homo_lumo_gap_ev=6.51
Cl 2.2696 -4.8746 -5.7273 -0.0005 -0.0004 -0.0004
S -1.5117 3.9098 1.4641 0.0070 -0.0145 0.0411
S 0.1132 5.5169 3.4150 0.0088 -0.0111 -0.0055
S -2.4991 1.2011 0.5807 -0.0627 -0.0317 -0.0151
Na 0.1378 0.2973 -0.3606 -0.0097 -0.0596 -0.0129
O -0.3673 -1.3918 -1.8202 0.0008 0.0318 0.0609
O 2.2333 -0.1631 -1.5285 -0.0255 -0.0180 0.0214
N -0.1253 1.9584 -2.2517 -0.0795 0.0696 -0.2165
N 1.5960 2.2435 1.1068 0.0727 -0.0451 -0.0261
N -0.9903 1.7687 2.7426 0.0063 0.0210 0.0207
N -0.3343 2.8247 3.3588 0.0000 -0.0141 0.0539
N 0.5434 -0.8047 1.8300 -0.0316 0.0186 0.0245
N -0.9930 1.5106 -4.2359 0.0248 -0.0565 -0.0419
N -3.0065 -2.7077 -0.7133 0.0100 -0.0012 0.0061
C 2.0112 1.6352 6.6246 -0.0035 -0.0031 0.0019
C -1.7506 2.5226 -3.6958 -0.0614 0.0585 0.0161
C 2.6581 3.0620 -1.1243 0.0524 -0.0143 0.0214
C -3.1618 -2.8338 0.7385 0.0036 0.0045 0.0115
C -0.0377 1.2139 -3.3308 0.0511 -0.0192 0.1309
C -0.5938 -1.6612 2.1809 -0.0016 -0.0006 -0.0003
C 1.7477 2.9666 4.6331 0.0046 0.0150 -0.0087
C -1.2328 0.8070 -5.4754 0.0116 -0.0081 -0.0142
C 0.4679 2.4564 4.4745 -0.0232 -0.0060 -0.0098
C -0.4642 -3.1858 -3.3339 0.0006 0.0046 0.0107
C 1.5170 -3.8248 -4.5438 -0.0100 -0.0097 -0.0020
C 0.7366 1.1154 6.4450 0.0122 0.0112 -0.0069
C 2.5117 2.5558 5.7145 -0.0033 -0.0049 0.0043
C -1.2036 2.7844 -2.4772 0.0392 -0.0193 0.1159
C -1.6472 2.1690 1.6953 0.0344 -0.0111 -0.0706
C -0.6607 -2.8849 1.2760 -0.0018 -0.0029 0.0177
C 2.5130 -1.0441 -2.3321 -0.0009 0.0060 -0.0106
C 2.0602 2.6039 0.1205 -0.0394 0.0546 0.0027
C -0.0375 1.5226 5.3700 -0.0126 -0.0066 -0.0022
C 2.2400 -2.8655 -3.9047 0.0066 0.0063 0.0046
C 1.6398 -2.0068 -2.9567 -0.0193 0.0076 0.0185
C 0.1480 -3.9903 -4.2471 0.0179 0.0033 -0.0074
C 0.2371 -2.1323 -2.6372 0.0253 -0.0141 -0.0257
C -0.4847 4.0610 2.8534 -0.0219 0.0352 -0.0040
C -2.0025 -3.6136 1.3513 -0.0092 -0.0052 -0.0101
H -1.5086 -3.3224 -3.0806 -0.0022 -0.0022 -0.0010
H 0.1457 -3.5781 1.5424 0.0011 -0.0011 -0.0049
H 0.4967 0.0550 2.3716 0.0140 -0.0104 -0.0209
H 1.4235 -1.2596 2.0428 0.0077 0.0064 -0.0174
H 1.9957 3.7751 -1.6089 -0.0227 -0.0038 0.0157
H -1.0241 1.1142 5.2008 0.0006 0.0050 0.0037
H -0.4085 -4.7720 -4.7496 -0.0005 -0.0001 -0.0010
H -0.4639 -2.5708 0.2489 0.0113 0.0044 -0.0079
H -3.7527 -2.1257 -1.0767 0.0019 -0.0027 -0.0004
H 2.1311 3.6727 3.9131 0.0008 -0.0008 -0.0005
H 3.5111 2.9534 5.8386 -0.0001 0.0001 0.0026
H 3.2970 -2.7497 -4.1199 -0.0014 -0.0001 -0.0003
H 3.5711 -1.1383 -2.6595 0.0000 -0.0010 -0.0010
H -1.2019 1.4937 -6.3216 -0.0010 -0.0008 0.0004
H -0.4587 0.0529 -5.6019 -0.0009 -0.0067 -0.0012
H -3.2569 -1.8606 1.2365 0.0013 -0.0011 -0.0051
H -1.5417 3.4819 -1.7294 0.0129 0.0077 -0.0078
H -2.6031 2.9330 -4.2084 0.0004 0.0026 0.0031
H 0.6715 0.4187 -3.4935 0.0091 0.0175 -0.0101
H -2.2410 -3.8322 2.3987 0.0026 0.0029 0.0016
H -2.2005 0.3062 -5.4519 0.0005 0.0045 0.0076
H 2.7877 2.1981 -1.7729 0.0107 -0.0034 -0.0107
H -4.0888 -3.3821 0.9320 -0.0019 -0.0005 -0.0028
H -1.4867 -1.0484 2.0522 -0.0004 -0.0012 -0.0013
H -0.5752 -1.9846 3.2325 0.0004 -0.0006 -0.0045
H 0.3412 0.3881 7.1426 0.0000 -0.0019 0.0003
H -1.9260 -4.5730 0.8315 -0.0005 -0.0016 0.0040
H 3.6204 3.5266 -0.9122 -0.0042 0.0014 -0.0260
H -2.1464 -2.2110 -0.9419 -0.0127 0.0168 -0.0076
H 2.6149 1.3174 7.4654 0.0014 0.0000 -0.0007

2.
67
Properties=species:S:1:pos:R:3:forces:R:3 method="wB97M-V/def2-TZVPD" spin_multiplicity=8 s_squared=15.800 total_charge=-2 molar_mass_g_mol=1000.9 energy_ev=-91187.9142 homo_energy_ev="0.08 / 0.02" homo_lumo_gap_ev="3.43 / 3.47"
Eu 0.4253 0.4968 0.2413 -0.7839 2.2425 -4.7625
I 5.8545 -4.9778 1.6586 0.0353 -0.0266 -0.0066
I 3.2412 1.4289 -0.0951 0.9191 0.1494 0.0048
Te -2.3734 -0.4070 1.1007 -0.9167 -0.2595 0.3730
P -1.1258 0.8330 2.6626 -0.8300 0.4264 1.1454
O -2.0463 1.8409 3.5288 -0.2970 0.1663 -0.1032
O -0.0303 1.7069 2.1240 -0.2709 -0.0470 0.5144
O -0.6133 -0.1680 3.7938 0.1924 -0.1220 0.4452
O 1.1569 -0.8975 1.5964 1.7005 -1.9736 1.5496
N 0.8425 -1.1948 -1.9701 0.1323 -0.0525 -0.0975
N -0.4322 1.7393 -1.3911 0.1342 0.0938 0.2944
N 0.0030 -3.0123 0.0547 0.1488 -0.1927 0.0311
C -2.4280 2.6535 -4.3769 0.0091 -0.0145 0.0533
C 0.9672 -0.3342 -2.9873 0.0283 0.0507 -0.0320
C 2.1639 -1.7306 1.5389 -0.1761 0.1533 0.2658
C -2.4525 0.5245 -3.0381 -0.0668 0.0044 -0.1182
C 1.9183 -3.1231 1.5361 0.0235 -0.2378 -0.1183
C 0.5231 4.4100 -1.8119 0.0109 0.1427 -0.0555
C 0.6521 -2.0413 -4.6143 -0.0153 -0.0724 -0.0383
C 0.6791 -3.4930 -1.1238 -0.0478 0.2131 0.0002
C 0.2751 0.3685 4.7990 0.1163 -0.0949 -0.1719
C 2.9715 -4.0351 1.5721 -0.0303 0.1817 -0.0362
C 1.7123 0.0105 4.4924 0.0909 -0.0174 0.0338
C 0.8839 -0.7116 -4.3222 0.0284 0.0508 0.0060
C 0.4854 -3.5430 1.3308 0.0367 0.0626 -0.0813
C 0.6691 -2.4882 -2.2585 -0.0408 -0.0383 -0.0023
C -0.9402 2.4486 -2.3963 0.0574 -0.4782 -0.0073
C -4.2884 2.4627 4.0607 -0.0939 0.0769 -0.0075
C -1.9427 1.9155 -3.3053 0.0365 0.0385 -0.0491
C -3.2421 1.3772 4.1563 0.2035 0.1213 0.0638
C -1.9935 3.9540 -4.6569 0.1213 -0.1301 0.2542
C 3.5059 -1.3510 1.4633 0.2588 -0.2706 0.1331
C -1.0306 4.4969 -3.7923 -0.0325 -0.0594 0.0070
C 0.5494 -2.9445 -3.5667 -0.0132 -0.0339 -0.0476
C 4.2841 -3.5803 1.5654 -0.1062 0.0092 -0.0028
C -0.5134 3.8007 -2.7116 -0.0073 -0.0454 0.0660
C 4.5740 -2.2170 1.4726 -0.2538 0.1841 -0.0056
H 0.2173 4.3430 -0.7636 -0.0484 0.0070 -0.0030
H -3.3726 0.3289 -3.6056 0.0930 0.0079 0.0478
H 0.2982 -4.4532 -1.5002 -0.0395 -0.0785 -0.0354
H 0.7019 5.4620 -2.0738 -0.0056 -0.1115 0.0273
H -0.0475 -0.0652 5.7442 -0.0638 -0.0927 0.0858
H -0.6690 5.5111 -3.9742 -0.0026 -0.0724 0.0330
H 0.9694 0.0434 -5.0949 -0.0134 -0.0622 0.0715
H 0.4078 -4.6409 1.3946 0.0216 -0.0331 0.0282
H 5.5973 -1.8609 1.4003 -0.0864 -0.0242 0.0187
H 1.7264 -3.6594 -0.8646 0.0840 0.0087 0.0410
H -1.7204 -0.2517 -3.3019 -0.0579 0.0805 0.0286
H -2.6441 0.3982 -1.9710 -0.0430 0.0113 0.0423
H 2.0346 0.4633 3.5550 -0.0157 0.0039 0.0420
H 2.7580 -5.0994 1.5764 0.0075 0.0535 -0.0045
H -3.0094 1.1397 5.1980 -0.0011 -0.0242 0.0540
H -3.5926 0.4666 3.6737 -0.0254 -0.1166 -0.1188
H 0.1543 1.4504 4.8706 -0.0443 0.0571 -0.0529
H 1.4713 3.8654 -1.8562 -0.0165 -0.0262 -0.0273
H -2.3915 4.5195 -5.4952 0.0427 -0.0469 0.0729
H -0.1485 -3.1027 2.1029 -0.0266 0.0160 0.0332
H 1.8309 -1.0711 4.3941 -0.0184 0.0626 0.0209
H 0.3774 -4.0013 -3.7480 0.0152 0.0936 0.0040
H -5.2386 2.1101 4.4755 0.0768 0.0372 -0.0172
H -3.9784 3.3583 4.6050 -0.0009 -0.0519 -0.0420
H -4.4399 2.7319 3.0142 -0.0177 -0.0279 0.0412
H -0.9985 -3.0988 -0.0175 -0.1301 0.1288 0.0083
H 0.5490 -2.3761 -5.6422 0.0038 0.0143 0.0589
H 1.1014 0.7059 -2.7111 -0.0295 -0.0027 0.0279
H 2.3565 0.3661 5.3049 -0.0380 -0.0301 -0.0591
H -3.1864 2.1984 -5.0197 0.0787 0.0176 0.0756